No. 1
Below is C15H25N4O4SSn as an isolated structure at a distorted geometry, with properties calculated with wB97M-V/def2-TZVPD.

net charge	+1
E_LUMO (alpha / beta)	-4.288 / -4.340	eV
ΔE to the lowest compared entry with this formula, charge and spin	126.4	kJ/mol

```
50
Properties=species:S:1:pos:R:3:forces:R:3:lowdin_charge:R:1
Sn 0.573 0.102 1.123 -0.5709 1.2740 -1.5667 1.310
S 0.352 -1.968 -0.953 -0.2457 -0.0305 -0.2197 0.571
O 0.741 -1.088 4.058 -0.2593 -0.1763 0.4840 -0.032
O 1.598 -0.697 3.309 0.6763 -0.1116 0.5677 -0.182
O -0.595 1.272 -0.344 0.0414 -0.9875 1.3397 -0.286
O 2.090 1.465 -0.225 0.1169 -0.1291 0.2819 -0.129
N -1.583 -0.781 2.233 0.0924 0.3575 -0.3762 -0.061
N 0.177 2.307 2.210 0.0700 -0.1916 -0.0644 -0.048
N 0.029 -4.648 -0.851 0.0807 -0.2865 -0.0288 0.025
N 1.805 -3.998 -1.922 0.1115 -0.2730 0.0198 0.024
C 3.371 2.181 -2.066 -0.0067 0.0018 0.1686 -0.002
C -0.455 2.708 3.483 -0.1788 0.0776 0.0092 -0.232
C -2.388 1.012 3.764 -0.0476 -0.0119 -0.2829 -0.173
C 2.056 1.872 -1.397 0.0517 0.1445 -0.0957 -0.363
C -1.560 1.643 -2.435 0.0720 0.0615 0.3322 -0.008
C 0.848 2.538 -3.459 -0.0177 -0.0196 -0.1410 -0.034
C -0.423 1.617 -1.589 0.1224 0.3186 -0.7539 -0.351
C -2.688 0.151 2.531 -0.1720 0.0195 0.0840 -0.232
C -0.283 2.603 -4.232 0.0511 0.0199 -0.0815 -0.081
C -1.494 2.128 -3.715 0.1312 -0.0096 0.0080 -0.062
C 0.748 -3.585 -1.220 -0.0643 0.3314 -0.0261 -0.852
C 1.802 -5.439 -2.161 0.0553 -0.0043 -0.0343 -0.114
C 0.598 -5.910 -1.320 -0.0259 -0.0601 0.0678 -0.115
C -1.959 2.456 3.477 0.2225 -0.0952 0.1614 -0.182
C 0.825 2.034 -2.145 -0.4095 -0.3367 0.2954 -0.102
H 3.426 3.240 -2.319 0.0191 -0.0038 -0.0634 0.097
H 2.736 -5.891 -1.833 -0.0193 -0.0083 -0.0044 0.120
H 1.666 -5.652 -3.222 -0.0039 -0.0055 0.0254 0.121
H -3.609 -0.412 2.706 0.0275 -0.0086 -0.0593 0.116
H -1.617 0.511 4.357 -0.0522 0.0227 0.1301 0.104
H 4.181 1.935 -1.384 -0.0185 0.0028 0.0057 0.088
H -2.365 2.783 2.515 -0.0795 0.0785 0.0557 0.117
H 2.456 -3.362 -2.345 -0.0894 0.1171 0.0165 0.143
H -3.286 1.039 4.380 0.0156 -0.0250 0.0238 0.113
H -2.493 1.306 -2.003 -0.0139 -0.0404 -0.0479 0.115
H 3.476 1.601 -2.982 0.0171 0.0426 -0.0359 0.096
H 0.902 -6.534 -0.478 0.0219 0.0132 -0.0243 0.119
H 0.024 2.158 4.296 -0.0086 0.0258 0.0200 0.117
H -0.289 3.775 3.658 0.1065 -0.0481 -0.0105 0.120
H -0.308 2.763 1.439 0.1081 -0.0802 -0.1030 0.083
H -0.235 3.005 -5.234 -0.0025 -0.0055 -0.0002 0.105
H -2.383 2.147 -4.333 -0.0308 0.0086 0.0327 0.111
H -2.846 0.773 1.648 -0.0168 -0.0162 0.0160 0.111
H -1.892 -1.476 1.560 0.1006 -0.0196 -0.0526 0.077
H 1.779 2.890 -3.881 0.0313 -0.0267 0.0275 0.108
H 1.136 2.646 2.193 -0.0101 0.0688 -0.1041 0.090
H -0.803 -4.588 -0.295 -0.0262 0.1727 -0.0281 0.139
H -0.126 -6.464 -1.916 0.0166 0.0052 0.0071 0.120
H -1.325 -1.270 3.080 0.0166 -0.1917 0.0558 0.061
H -2.392 3.103 4.240 -0.0062 0.0389 -0.0312 0.116
```
Forces are in eV/Å.

---

No. 2
Below is C19H37IN2O3S2 as an isolated structure, with properties calculated with wB97M-V/def2-TZVPD.

net charge	0
E_LUMO	-0.120	eV

```
64
Properties=species:S:1:pos:R:3:forces:R:3:lowdin_charge:R:1
I 2.261 0.426 0.172 0.0384 -0.0904 0.0525 1.034
S -1.489 -1.399 -4.219 -0.5230 0.1745 0.1039 0.923
S -0.959 -0.986 -1.290 -0.0517 0.0860 0.1843 0.697
O 1.920 -0.454 4.231 0.0268 0.1211 0.1092 -0.209
O 1.142 2.976 2.088 0.5508 -0.0646 -0.2882 0.113
O 3.295 3.595 1.903 0.2133 -0.6593 -0.1441 0.010
N 2.385 2.459 0.165 0.1899 0.4381 -0.1451 -0.472
N -2.339 0.682 -2.902 0.4381 -0.0825 0.7503 -0.213
C 0.019 2.787 -0.812 -0.3256 0.4121 -0.1479 -0.224
C 3.238 -0.509 4.764 -0.1836 -0.2747 -0.0807 -0.234
C 3.453 3.646 3.329 0.0681 0.4140 0.5998 -0.162
C -4.467 -0.025 -1.654 -0.2039 0.0351 -0.0567 -0.179
C -0.763 -4.119 -3.910 0.1831 0.1575 0.1146 -0.304
C -1.969 1.811 -2.039 -0.1034 0.3773 -0.1265 -0.213
C -5.000 -1.473 -1.668 -0.0504 -0.1704 0.4025 -0.238
C -1.929 -3.121 -3.836 0.2082 -0.3227 -0.0473 -0.481
C -4.334 -2.415 -0.647 -0.0778 0.0463 -0.2294 -0.110
C 1.530 3.093 -0.845 -0.3676 -0.1895 -0.2402 -0.278
C -3.796 0.467 -2.952 -0.1624 -0.0408 -0.4862 -0.183
C -0.131 -4.459 -2.551 -0.0804 -0.0980 -0.1382 -0.111
C 1.508 -1.665 3.643 -0.1130 0.0547 -0.1520 -0.128
C -1.639 -0.504 -2.684 -0.0371 -0.2534 -0.4465 -1.079
C 4.294 -0.156 3.728 0.2256 -0.0326 0.1438 -0.175
C -0.499 2.214 -2.136 0.3325 -0.0225 0.2633 -0.209
C 4.503 1.348 3.461 0.0474 0.0315 0.1413 -0.180
C 3.402 2.282 3.987 0.1390 -0.0162 0.0178 -0.182
C 2.181 2.996 1.472 -0.7967 0.2720 0.3860 -0.665
H -5.317 0.640 -1.479 0.0574 0.0018 0.0648 0.107
H 1.679 4.172 -0.758 0.1899 -0.0587 0.1018 0.128
H 2.407 1.845 3.904 0.0476 0.0088 -0.1047 0.102
H 3.577 2.471 5.051 -0.1350 -0.0496 0.0081 0.123
H 1.320 -2.430 4.405 0.0896 -0.0381 -0.0205 0.088
H -4.245 1.416 -3.250 0.1401 0.0042 -0.0715 0.116
H 0.947 -4.598 -2.644 -0.0070 -0.0038 0.0296 0.068
H -3.976 -1.851 0.215 0.0077 -0.0647 0.0333 0.068
H 2.240 -2.041 2.918 0.0272 -0.0358 0.0605 0.076
H -0.251 2.135 0.020 0.2001 -0.0946 -0.0471 0.082
H -3.985 -0.248 -3.755 -0.0225 0.0661 0.0006 0.096
H 0.580 -1.471 3.105 0.0192 0.0340 0.0563 0.086
H 0.140 1.370 -2.406 -0.1408 -0.0657 -0.0642 0.079
H 5.238 -0.582 4.082 -0.0063 0.0111 -0.0927 0.110
H -2.417 -3.139 -2.864 0.0440 0.0448 0.0472 0.043
H 2.723 4.324 3.777 -0.1229 -0.0801 -0.1679 0.127
H -0.311 -3.667 -1.825 0.0860 -0.0127 -0.0275 0.014
H 5.439 1.648 3.944 -0.0116 0.0628 -0.1025 0.111
H -2.565 2.656 -2.398 -0.1113 -0.0936 0.0759 0.127
H 1.935 2.796 -1.815 0.0439 0.0145 0.0280 0.107
H -0.510 3.729 -0.628 -0.0301 -0.0892 0.1392 0.117
H -4.939 -1.908 -2.669 0.0242 0.0574 -0.0303 0.097
H 4.654 1.524 2.393 -0.0746 -0.0869 0.0064 0.096
H 3.257 0.168 5.621 0.0366 0.0496 -0.0470 0.121
H -2.682 -3.383 -4.581 -0.0100 0.1123 -0.0086 0.067
H -6.064 -1.445 -1.418 0.0100 0.0435 -0.1279 0.097
H 4.058 -0.687 2.802 -0.0645 0.0614 0.0277 0.076
H 0.002 -3.699 -4.568 -0.0688 -0.0436 -0.0511 0.088
H -3.486 -2.948 -1.078 0.0767 0.0779 0.1203 0.036
H 4.440 4.087 3.484 -0.0418 0.0092 -0.2051 0.130
H -0.374 2.976 -2.910 0.0058 -0.1388 -0.1099 0.119
H 3.429 -1.518 5.151 -0.0159 0.0211 0.0121 0.118
H -5.042 -3.164 -0.289 0.0488 -0.0015 -0.0346 0.068
H -1.111 -5.036 -4.389 -0.0122 0.0300 -0.0120 0.099
H -2.251 1.654 -0.993 0.0598 -0.2018 -0.0034 0.105
H -3.812 0.101 -0.790 0.1167 0.0587 -0.1180 0.088
H -0.543 -5.392 -2.162 -0.0405 0.0873 0.0943 0.070
```
Forces are in eV/Å.

---

No. 3
Below is C13H8NO10S2Zn as an isolated structure, with properties calculated with wB97M-V/def2-TZVPD.

net charge	-1
E_LUMO	2.022	eV

```
35
Properties=species:S:1:pos:R:3:forces:R:3:lowdin_charge:R:1
Zn 1.662 -0.008 -0.700 0.1016 -0.0318 0.2074 0.733
S -0.378 2.071 -1.811 -0.0597 0.1961 -0.1234 0.496
S 0.343 -1.401 -2.489 -0.0614 0.0837 -0.1407 0.505
O 3.588 -0.103 -0.391 -0.0597 -0.0688 -0.1058 -0.045
O 5.197 -0.298 1.156 -0.0669 -0.0634 -0.0128 0.042
O -1.021 -0.116 0.863 -0.0357 -0.1502 -0.1659 0.149
O -1.512 0.467 2.964 -0.0115 0.0048 0.1383 0.105
O 0.623 -1.801 -1.084 -0.0318 0.0731 0.1281 -0.342
O -1.184 3.141 -1.271 0.0098 -0.0130 0.0500 -0.330
O 0.605 1.637 -0.771 -0.0288 -0.1517 -0.0566 -0.375
O 0.223 -2.495 -3.411 0.0108 0.0056 0.0307 -0.295
O 0.217 2.312 -3.097 0.0101 -0.0164 0.0368 -0.295
O 1.321 -0.359 -2.823 -0.0404 -0.0347 -0.0867 -0.325
N 1.699 -0.099 1.530 -0.1303 0.0670 0.0019 0.161
C -3.923 0.195 -2.136 0.0651 -0.0435 -0.0217 -0.079
C -0.662 0.099 1.979 0.0182 0.1077 -0.0067 -0.445
C 1.045 0.045 3.818 -0.0073 -0.0032 -0.0446 0.008
C -2.881 1.083 -1.923 -0.1246 0.0671 -0.0009 -0.068
C 4.032 -0.207 0.796 0.1342 0.1469 0.0703 -0.592
C -1.550 0.701 -2.053 0.0445 0.1524 0.1175 -0.211
C -2.324 -1.508 -2.625 -0.0909 -0.1103 -0.0145 -0.065
C -1.277 -0.622 -2.404 0.1311 -0.1922 -0.0416 -0.220
C 3.352 -0.151 3.241 0.0037 -0.0128 -0.0266 0.018
C -3.645 -1.113 -2.493 0.0556 0.0565 -0.0007 -0.081
C 2.971 -0.162 1.902 -0.0185 -0.0321 0.0954 -0.142
C 0.751 0.011 2.467 0.1584 -0.0310 0.0196 -0.149
C 2.375 -0.050 4.208 0.0357 0.0183 0.0103 -0.035
H 2.636 -0.027 5.258 0.0063 -0.0143 0.0051 0.108
H 0.248 0.145 4.540 0.0125 -0.0032 -0.0202 0.115
H -4.946 0.535 -2.026 -0.0053 -0.0061 0.0001 0.098
H 4.407 -0.213 3.466 -0.0022 -0.0002 0.0008 0.119
H -2.384 0.527 2.549 -0.0468 0.0008 -0.0432 0.130
H -3.085 2.108 -1.650 0.0231 -0.0029 0.0004 0.102
H -4.442 -1.824 -2.672 -0.0038 -0.0038 0.0031 0.098
H -2.082 -2.523 -2.906 0.0048 0.0056 -0.0031 0.108
```
Forces are in eV/Å.

---

Number 1: DFT total energy -1718.75500 Ha. Number 2: DFT total energy -2175.38135 Ha. Number 3: DFT total energy -3883.30929 Ha.